No. 1
{"formula": "CH3ClOS", "method": "ωB97M-V with the def2-TZVPD basis set", "charge": 0, "max_force_ev_per_a": 1.99, "e_tot_ev": -26490.032, "e_above_lowest_kj_mol": 0.0, "homo_energy_ha": -0.329, "smiles": "OC=S.Cl", "elements": ["O", "C", "S", "H", "H", "Cl", "H"], "xyz": [[1.32, 0.90, -0.46], [1.71, -0.17, 0.23], [2.77, -1.18, -0.33], [0.78, 1.40, 0.14], [1.17, -0.44, 1.11], [-3.44, -0.73, -0.22], [-4.31, 0.22, -0.47]]}

No. 2
{"formula": "C21H33N2P2ReSe", "method": "ωB97M-V with the def2-TZVPD basis set", "charge": 3, "max_force_ev_per_a": 1.55, "s_squared": 0.784, "e_tot_ev": -111319.254, "e_above_lowest_kj_mol": 25.7, "homo_energy_ha": [-0.653, -0.656], "multiplicity": 2, "elements": ["Re", "C", "P", "C", "C", "C", "C", "C", "C", "C", "P", "C", "C", "H", "H", "H", "H", "H", "H", "H", "H", "H", "H", "H", "H", "H", "H", "H", "H", "C", "N", "C", "C", "N", "C", "C", "Se", "H", "H", "H", "H", "H", "H", "H", "H", "C", "C", "C", "C", "C", "C", "H", "H", "H", "H", "H", "H", "H", "H", "H"], "xyz": [[0.95, -0.25, 0.52], [0.02, 0.66, 3.92], [0.61, -0.69, 2.89], [2.22, -1.21, 3.54], [-0.50, -2.08, 3.07], [-0.76, -2.63, 4.32], [-1.60, -3.73, 4.44], [-2.19, -4.28, 3.30], [-1.94, -3.73, 2.05], [-1.10, -2.63, 1.93], [-0.83, -1.84, 0.33], [-0.46, -3.12, -0.88], [-2.40, -1.10, -0.16], [0.03, 0.30, 4.95], [-0.99, 0.94, 3.64], [0.68, 1.53, 3.84], [2.09, -1.49, 4.59], [2.93, -0.39, 3.48], [2.60, -2.08, 3.00], [-0.31, -2.22, 5.22], [-1.79, -4.16, 5.41], [-2.84, -5.14, 3.39], [-2.41, -4.17, 1.18], [-1.19, -3.93, -0.78], [0.53, -3.53, -0.72], [-0.54, -2.69, -1.88], [-3.12, -1.90, -0.29], [-2.28, -0.55, -1.09], [-2.74, -0.43, 0.63], [2.84, -2.18, -4.03], [2.77, -0.71, -3.88], [2.83, 0.16, -4.94], [2.78, 1.41, -4.43], [2.69, 1.29, -3.06], [2.70, 2.43, -2.12], [2.68, -0.01, -2.74], [2.79, -0.74, -1.00], [2.15, -2.49, -4.80], [2.57, -2.66, -3.09], [3.85, -2.47, -4.31], [2.90, -0.18, -5.96], [2.81, 2.37, -4.92], [2.44, 3.32, -2.67], [3.70, 2.54, -1.69], [1.98, 2.26, -1.33], [-2.61, 2.94, -1.73], [-1.68, 3.33, -0.56], [-0.80, 4.54, -0.93], [-2.53, 3.64, 0.70], [-0.84, 2.19, -0.24], [-0.12, 1.22, 0.05], [-3.20, 3.82, -2.00], [-3.30, 2.14, -1.45], [-2.04, 2.63, -2.61], [-1.45, 5.41, -1.04], [-0.29, 4.37, -1.89], [-0.07, 4.76, -0.16], [-3.22, 4.45, 0.44], [-1.90, 3.98, 1.53], [-3.11, 2.78, 1.03]]}

No. 3
{"formula": "C5H12N", "method": "ωB97M-V with the def2-TZVPD basis set", "charge": 1, "max_force_ev_per_a": 7.78, "e_tot_ev": -6854.118, "e_above_lowest_kj_mol": 910.9, "homo_energy_ha": -0.476, "elements": ["C", "C", "C", "C", "C", "N", "H", "H", "H", "H", "H", "H", "H", "H", "H", "H", "H", "H"], "xyz": [[-0.24, 1.60, -0.35], [-0.84, 0.01, -0.26], [0.21, -0.92, 0.61], [1.58, -0.51, 0.76], [2.38, -0.08, -0.37], [-2.16, -0.88, 0.18], [0.38, 1.94, 0.66], [-1.26, 2.23, -0.39], [0.35, 1.39, -1.38], [-0.76, -0.12, -1.33], [-0.24, -0.80, 1.79], [0.20, -2.04, 0.26], [2.22, -0.71, 1.70], [3.40, -0.42, -0.52], [1.93, 0.09, -1.29], [-2.70, -1.07, -0.82], [-2.57, -0.18, 0.96], [-1.89, 0.48, -0.22]]}

No. 4
{"formula": "C34H56N3OP2SW", "method": "ωB97M-V with the def2-TZVPD basis set", "charge": 3, "max_force_ev_per_a": 6.59, "s_squared": 2.020, "e_tot_ev": -73899.810, "e_above_lowest_kj_mol": 0.0, "homo_energy_ha": [-0.593, -0.631], "multiplicity": 3, "elements": ["C", "C", "C", "C", "C", "H", "H", "H", "N", "P", "P", "C", "H", "H", "C", "H", "C", "C", "C", "C", "C", "H", "H", "H", "C", "H", "H", "H", "C", "H", "H", "H", "C", "H", "H", "H", "C", "H", "H", "H", "C", "H", "H", "H", "C", "H", "H", "H", "C", "H", "H", "H", "C", "H", "H", "H", "C", "H", "H", "H", "C", "H", "H", "H", "C", "H", "H", "H", "W", "C", "O", "N", "C", "C", "C", "C", "C", "H", "H", "H", "H", "H", "H", "H", "H", "H", "S", "C", "N", "C", "C", "C", "C", "H", "H", "H", "H", "H"], "xyz": [[-3.06, -0.50, -0.26], [-1.78, -0.98, -2.16], [-4.20, -0.99, -0.88], [-2.91, -1.36, -2.88], [-4.14, -1.38, -2.22], [-5.13, -1.00, -0.32], [-2.80, -1.67, -3.92], [-5.03, -1.69, -2.75], [-1.86, -0.56, -0.88], [-1.65, 1.32, 1.28], [0.93, -1.59, -1.62], [-3.08, 0.17, 1.10], [-4.00, 0.76, 1.23], [-3.06, -0.58, 1.91], [-0.41, -0.87, -2.76], [-0.38, -1.39, -3.72], [2.58, -1.32, -2.55], [0.60, -3.44, -1.56], [-2.16, 2.92, 0.39], [-1.50, 1.64, 3.13], [3.24, -0.02, -2.06], [3.45, -0.04, -0.98], [4.20, 0.10, -2.59], [2.63, 0.87, -2.28], [3.59, -2.46, -2.30], [3.77, -2.61, -1.23], [3.29, -3.41, -2.76], [4.55, -2.17, -2.76], [2.33, -1.17, -4.06], [3.29, -0.96, -4.57], [1.92, -2.07, -4.53], [1.68, -0.31, -4.26], [1.50, -4.02, -0.45], [1.70, -3.28, 0.35], [0.99, -4.86, 0.03], [2.46, -4.38, -0.83], [-0.86, -3.75, -1.18], [-1.12, -3.36, -0.20], [-1.57, -3.38, -1.93], [-0.96, -4.85, -1.14], [0.87, -4.10, -2.93], [0.75, -3.40, -3.78], [1.85, -4.58, -2.98], [0.12, -4.89, -3.11], [-0.49, 2.77, 3.33], [-0.34, 2.93, 4.41], [0.49, 2.51, 2.89], [-0.81, 3.73, 2.89], [-0.94, 0.37, 3.79], [-1.61, -0.49, 3.68], [0.06, 0.11, 3.42], [-0.84, 0.57, 4.87], [-2.86, 1.95, 3.78], [-3.66, 1.31, 3.40], [-2.77, 1.75, 4.86], [-3.16, 3.00, 3.68], [-2.91, 2.56, -0.90], [-3.89, 2.10, -0.71], [-3.08, 3.49, -1.47], [-2.33, 1.88, -1.52], [-0.85, 3.65, 0.02], [-0.41, 3.23, -0.90], [-1.07, 4.72, -0.14], [-0.07, 3.57, 0.79], [-3.09, 3.80, 1.24], [-4.00, 3.25, 1.54], [-2.60, 4.22, 2.13], [-3.42, 4.65, 0.62], [0.12, 0.16, 0.06], [-0.26, -1.38, 1.24], [-0.57, -2.28, 1.95], [0.22, 1.17, -1.71], [-0.09, 0.65, -2.83], [-0.28, 1.45, -4.15], [-0.52, 0.53, -5.35], [-1.54, 2.30, -3.99], [0.94, 2.36, -4.39], [0.34, -0.12, -5.56], [-1.42, -0.08, -5.21], [-0.67, 1.16, -6.24], [-1.42, 3.03, -3.18], [-1.72, 2.87, -4.91], [-2.42, 1.68, -3.79], [1.27, 2.28, -5.43], [0.66, 3.40, -4.23], [1.79, 2.12, -3.74], [2.02, 1.18, 1.04], [2.43, 0.43, 2.59], [2.73, 1.31, 3.60], [2.89, 0.92, 4.91], [2.81, -0.42, 5.20], [2.63, -1.36, 4.18], [2.46, -0.93, 2.86], [2.76, 2.31, 3.37], [3.05, 1.71, 5.63], [2.92, -0.75, 6.24], [2.63, -2.42, 4.41], [2.32, -1.62, 2.03]]}

No. 5
{"formula": "C4H5N2S", "method": "ωB97M-V with the def2-TZVPD basis set", "charge": -1, "max_force_ev_per_a": 4.17, "e_tot_ev": -18040.618, "e_above_lowest_kj_mol": 445.9, "homo_energy_ha": -0.045, "elements": ["C", "C", "C", "C", "N", "N", "S", "H", "H", "H", "H", "H"], "xyz": [[-1.25, -1.57, -0.07], [0.21, -1.44, 0.03], [-2.11, -0.58, -0.32], [0.24, 1.03, -0.27], [0.79, -0.12, -0.03], [1.17, 2.06, 0.02], [-3.13, 0.61, 0.22], [-1.56, -2.60, -0.04], [0.90, -2.31, -0.18], [1.84, -0.17, 0.10], [0.89, 3.01, -0.09], [2.00, 2.09, 0.65]]}

No. 6
{"formula": "C5H12NO2", "method": "ωB97M-V with the def2-TZVPD basis set", "charge": -1, "max_force_ev_per_a": 3.05, "e_tot_ev": -10963.854, "e_above_lowest_kj_mol": 302.6, "homo_energy_ha": -0.108, "smiles": "CN[C@@H](C[O-])[C@@H](C)O", "elements": ["C", "N", "C", "C", "O", "C", "C", "O", "H", "H", "H", "H", "H", "H", "H", "H", "H", "H", "H", "H"], "xyz": [[0.80, -2.03, 1.45], [-0.06, -0.85, 1.38], [0.23, 0.17, 0.34], [1.04, -0.36, -0.95], [0.34, -1.24, -1.69], [-1.08, 0.83, -0.13], [-0.67, 2.26, -0.59], [-1.74, 0.15, -1.16], [1.76, -1.85, 1.91], [0.27, -2.73, 2.11], [0.80, -2.63, 0.54], [-1.00, -1.18, 1.27], [0.79, 0.93, 0.90], [2.08, -0.43, -0.55], [1.05, 0.55, -1.61], [-1.78, 0.91, 0.74], [-0.99, 2.40, -1.65], [-1.15, 3.07, -0.07], [0.39, 2.46, -0.64], [-1.05, -0.42, -1.59]]}